{"formula": "C52H117F3O26", "method": "ωB97M-V/def2-TZVPD", "gap_ev": 9.12, "homo_ev": -8.6578, "elements": ["C", "O", "C", "C", "O", "C", "H", "H", "H", "H", "H", "H", "H", "H", "H", "H", "C", "O", "C", "C", "O", "C", "H", "H", "H", "H", "H", "H", "H", "H", "H", "H", "C", "O", "C", "C", "O", "C", "H", "H", "H", "H", "H", "H", "H", "H", "H", "H", "C", "O", "C", "C", "O", "C", "H", "H", "H", "H", "H", "H", "H", "H", "H", "H", "C", "O", "C", "C", "O", "C", "H", "H", "H", "H", "H", "H", "H", "H", "H", "H", "C", "O", "C", "C", "O", "C", "H", "H", "H", "H", "H", "H", "H", "H", "H", "H", "C", "O", "C", "C", "O", "C", "H", "H", "H", "H", "H", "H", "H", "H", "H", "H", "C", "O", "C", "C", "O", "C", "H", "H", "H", "H", "H", "H", "H", "H", "H", "H", "C", "O", "C", "C", "O", "C", "H", "H", "H", "H", "H", "H", "H", "H", "H", "H", "C", "O", "C", "C", "O", "C", "H", "H", "H", "H", "H", "H", "H", "H", "H", "H", "O", "C", "O", "C", "C", "C", "H", "H", "H", "H", "H", "H", "O", "C", "O", "C", "C", "C", "H", "H", "H", "H", "H", "H", "C", "C", "O", "C", "O", "C", "F", "F", "F", "H", "H", "H", "H", "H"], "coordinates": [[11.310, 23.630, 2.962], [12.502, 23.653, 3.714], [13.388, 24.685, 3.373], [14.048, 24.504, 1.995], [14.788, 23.294, 2.054], [15.413, 23.025, 0.803], [10.616, 22.946, 3.445], [11.491, 23.238, 1.955], [10.840, 24.614, 2.870], [14.185, 24.738, 4.117], [12.905, 25.668, 3.447], [14.680, 25.378, 1.812], [13.261, 24.493, 1.238], [14.828, 23.372, -0.050], [15.582, 21.948, 0.758], [16.405, 23.490, 0.749], [16.669, 22.422, -6.673], [15.812, 21.339, -6.448], [16.286, 20.350, -5.537], [17.559, 19.653, -6.042], [17.512, 19.240, -7.380], [16.604, 18.236, -7.747], [16.058, 23.201, -7.128], [17.667, 22.269, -7.091], [16.947, 22.921, -5.722], [15.493, 19.607, -5.494], [16.456, 20.879, -4.598], [17.834, 18.816, -5.384], [18.436, 20.290, -5.896], [16.672, 18.186, -8.831], [15.558, 18.469, -7.505], [16.750, 17.262, -7.272], [12.731, 20.074, -1.625], [11.524, 19.932, -0.911], [10.731, 18.798, -1.253], [10.855, 17.745, -0.156], [12.150, 17.191, -0.068], [12.308, 16.018, -0.835], [13.362, 19.188, -1.501], [13.240, 20.915, -1.146], [12.643, 20.322, -2.688], [10.948, 18.416, -2.253], [9.719, 19.214, -1.274], [10.123, 16.947, -0.341], [10.548, 18.151, 0.810], [13.219, 15.477, -0.577], [12.487, 16.253, -1.892], [11.483, 15.308, -0.751], [22.854, 12.845, -1.778], [24.164, 13.335, -1.991], [24.659, 14.134, -0.917], [24.073, 15.542, -0.982], [22.731, 15.560, -0.567], [22.035, 16.710, -1.016], [22.088, 13.615, -1.879], [22.818, 12.268, -0.853], [22.577, 12.177, -2.600], [25.737, 14.082, -1.052], [24.470, 13.712, 0.076], [24.207, 15.916, -2.003], [24.639, 16.228, -0.336], [20.971, 16.564, -0.858], [22.121, 16.808, -2.104], [22.429, 17.609, -0.545], [10.144, 19.219, 5.533], [11.545, 19.371, 5.503], [11.990, 20.644, 5.085], [13.390, 20.487, 4.531], [13.538, 19.640, 3.403], [13.018, 20.139, 2.207], [9.694, 19.650, 6.435], [9.998, 18.140, 5.633], [9.699, 19.588, 4.605], [11.979, 21.412, 5.860], [11.403, 21.016, 4.238], [14.043, 20.020, 5.273], [13.859, 21.451, 4.302], [13.063, 19.471, 1.346], [13.534, 21.060, 1.897], [11.980, 20.481, 2.305], [20.044, 22.709, -4.366], [20.108, 22.904, -5.760], [20.757, 24.106, -6.123], [20.708, 24.322, -7.621], [19.345, 24.266, -7.968], [19.004, 24.658, -9.271], [19.948, 23.666, -3.850], [20.983, 22.261, -4.017], [19.251, 22.009, -4.121], [21.794, 24.009, -5.778], [20.294, 24.945, -5.595], [21.299, 23.606, -8.196], [21.120, 25.326, -7.784], [17.923, 24.579, -9.343], [19.436, 24.020, -10.053], [19.360, 25.667, -9.508], [17.515, 10.148, 0.124], [17.967, 11.467, 0.212], [18.767, 11.817, 1.313], [19.184, 13.287, 1.287], [18.051, 14.070, 1.574], [18.345, 15.442, 1.752], [18.389, 9.506, -0.050], [16.883, 9.958, -0.744], [16.945, 9.819, 0.998], [19.687, 11.226, 1.224], [18.239, 11.620, 2.249], [19.600, 13.597, 0.321], [19.979, 13.431, 2.029], [18.884, 15.874, 0.904], [18.998, 15.527, 2.630], [17.421, 15.969, 1.966], [13.723, 14.850, -8.653], [15.077, 15.238, -8.511], [15.859, 14.350, -7.716], [15.586, 14.461, -6.236], [15.822, 15.725, -5.689], [15.313, 15.819, -4.384], [13.377, 14.293, -7.782], [13.614, 14.242, -9.557], [13.098, 15.728, -8.809], [16.874, 14.680, -7.944], [15.733, 13.333, -8.095], [16.098, 13.626, -5.731], [14.544, 14.164, -6.035], [15.955, 15.288, -3.671], [14.289, 15.450, -4.285], [15.335, 16.862, -4.066], [20.402, 28.329, 0.892], [20.215, 27.232, 0.053], [20.956, 27.218, -1.169], [20.604, 25.975, -1.990], [21.185, 24.798, -1.508], [20.363, 24.025, -0.665], [19.591, 28.374, 1.620], [20.335, 29.312, 0.404], [21.369, 28.251, 1.401], [22.003, 27.319, -0.878], [20.607, 28.060, -1.778], [21.050, 26.205, -2.961], [19.515, 25.899, -2.048], [19.904, 24.618, 0.135], [20.963, 23.232, -0.233], [19.468, 23.636, -1.171], [15.598, 13.333, -0.868], [14.341, 13.486, -1.492], [14.192, 12.707, -2.670], [13.616, 11.337, -2.446], [12.327, 11.381, -1.924], [11.646, 10.152, -1.977], [16.390, 14.004, -1.216], [16.019, 12.334, -1.015], [15.496, 13.426, 0.213], [15.131, 12.701, -3.229], [13.472, 13.293, -3.250], [14.262, 10.705, -1.817], [13.696, 10.822, -3.419], [10.673, 10.258, -1.505], [12.203, 9.303, -1.574], [11.444, 9.931, -3.035], [13.433, 16.643, 6.637], [13.531, 16.575, 5.448], [14.717, 16.545, 4.811], [14.581, 16.488, 3.380], [13.185, 15.871, 3.232], [12.439, 16.483, 4.411], [15.360, 15.855, 2.950], [14.766, 17.464, 2.927], [13.199, 14.793, 3.089], [12.784, 16.299, 2.305], [11.552, 15.942, 4.726], [12.189, 17.504, 4.118], [19.122, 22.149, 1.420], [18.336, 21.904, 2.286], [17.745, 20.685, 2.424], [16.736, 20.716, 3.470], [17.214, 21.838, 4.390], [17.913, 22.778, 3.436], [16.745, 19.766, 4.000], [15.783, 20.900, 2.980], [17.830, 21.509, 5.225], [16.372, 22.299, 4.913], [18.766, 23.282, 3.892], [17.346, 23.603, 2.996], [15.600, 17.505, -0.282], [16.484, 18.564, 0.326], [17.781, 18.642, -0.288], [17.884, 19.194, -1.475], [17.004, 19.645, -2.144], [19.361, 19.373, -1.896], [19.539, 18.713, -3.040], [19.553, 20.657, -2.157], [20.216, 18.966, -0.987], [14.617, 17.407, 0.174], [16.119, 16.543, -0.321], [15.475, 17.758, -1.339], [16.716, 18.331, 1.364], [15.963, 19.522, 0.311]], "mulliken_charge": [-0.78, -0.20, -0.82, -0.69, 0.24, -0.74, 0.25, 0.22, 0.39, 0.29, 0.47, 0.35, 0.43, 0.51, -0.14, 0.26, -0.72, -0.48, -0.20, -0.21, -0.41, -0.61, 0.37, 0.32, 0.24, 0.13, 0.34, 0.35, 0.04, 0.33, 0.25, 0.25, -0.28, -0.36, -0.67, -0.68, 0.32, -1.11, 0.07, -0.05, 0.46, 0.32, 0.40, 0.49, 0.23, 0.05, 0.39, 0.52, -0.58, -0.41, -0.59, -0.53, -0.20, -0.66, 0.18, 0.28, 0.32, 0.34, 0.31, 0.36, 0.41, -0.05, 0.39, 0.39, -0.86, -0.23, -0.32, -0.46, 0.86, 0.22, 0.29, 0.25, 0.34, 0.52, -0.19, 0.33, -0.12, -0.64, -0.27, 0.15, -0.44, -0.24, -0.35, -0.78, -0.18, -0.83, 0.19, 0.36, 0.00, 0.40, 0.23, 0.36, 0.39, 0.21, 0.33, 0.33, -0.93, -0.17, -0.66, -0.45, -0.16, -0.05, 0.37, 0.24, 0.36, 0.36, 0.27, 0.33, 0.37, 0.05, 0.51, -0.40, -0.72, -0.29, -0.83, -0.08, -0.20, -0.69, 0.31, 0.25, 0.24, 0.35, 0.41, 0.29, 0.18, 0.29, 0.38, 0.09, -0.81, -0.18, -0.79, -0.27, -0.43, -0.58, 0.23, 0.29, 0.31, 0.38, 0.34, 0.28, 0.35, 0.34, 0.29, 0.23, -0.86, -0.12, -0.53, -0.51, -0.24, -0.81, 0.24, 0.37, 0.25, 0.44, 0.29, 0.24, 0.44, 0.24, 0.29, 0.32, -0.64, 0.36, -0.43, 0.97, -0.10, 0.43, -0.08, -0.51, 0.28, -0.25, 0.49, -0.54, -0.54, 0.14, -0.17, 0.56, -0.66, -0.09, 0.43, -0.67, 0.36, 0.27, 0.46, -0.07, -0.13, 0.89, -0.43, 0.46, -0.65, 0.74, -0.24, -0.14, -0.19, -0.27, 0.11, 0.28, 0.20, -0.68]}